Here is a 3-piece molecular cluster, C25H25BO5 overall from the OMol25 dataset. Energies are from ωB97M-V/def2-TZVPD.

Geometry as XYZ:
```
56
Properties=species:S:1:pos:R:3:forces:R:3
C 5.96680 1.97781 -1.37253 0.17 -0.18 0.24
C 4.45712 2.26078 -1.40607 -2.11 1.05 -0.21
C 3.90357 3.57216 -1.47757 0.32 -1.24 -0.10
C 2.40507 3.53860 -1.45373 0.98 -0.26 0.82
C 1.48272 2.55805 -1.08745 4.82 2.59 -1.85
B 3.43790 -1.67798 0.92974 -0.57 0.09 0.02
O 3.06790 -2.93542 1.46453 -0.15 0.60 -0.47
C 1.62876 -2.69627 1.54248 0.05 -0.22 0.42
C 1.29627 -1.23637 1.06503 0.41 0.26 -0.05
C -0.17350 -0.95611 1.30933 0.82 -0.20 0.67
C 1.78879 -0.94003 -0.38267 0.08 -0.57 0.62
O 3.15671 -1.43055 -0.45617 0.11 0.03 1.99
C 2.14232 -0.25507 1.96762 -0.40 -0.05 -0.80
O 3.54951 -0.66677 1.94052 -1.01 -0.07 -1.30
O 3.56658 1.35362 -1.34223 0.77 -0.69 0.52
H 6.58311 2.90357 -1.43027 -0.62 -0.51 0.07
H 6.19023 1.47434 -0.40643 -0.11 0.29 -0.54
H 6.33276 1.29388 -2.17142 -0.60 0.40 0.41
H 4.61814 4.42585 -1.59900 -1.45 -0.41 0.00
H 2.11955 4.55053 -1.77313 -1.01 -0.25 0.41
H 1.15420 -3.52170 0.94555 0.02 0.95 0.50
H 1.27999 -2.72795 2.63376 0.57 -0.27 -1.34
H -0.53858 -1.72010 1.95634 -0.44 -0.76 0.68
H -0.78147 -1.03997 0.43500 -0.11 0.37 -0.51
H -0.26714 -0.04956 1.90349 -0.38 0.35 -0.52
H 1.18369 -1.45339 -1.12352 -0.04 -0.44 -0.21
H 1.71698 0.12768 -0.59818 0.37 0.08 0.05
H 1.98111 0.76889 1.53821 0.50 -0.67 0.37
H 1.68825 -0.28590 2.96817 0.69 -0.08 0.13
C -4.74275 -2.02381 3.43938 0.37 0.06 -0.30
C -4.26992 -0.74653 3.76671 -0.02 0.44 -0.78
C -3.77591 0.13157 2.77168 -0.54 -0.55 0.12
C -3.71935 -0.28709 1.42998 -0.88 -0.48 0.74
C -2.84555 0.32038 0.42220 0.73 -0.73 -1.84
O -2.74599 -0.59455 -0.58489 0.23 0.85 0.22
C -2.01320 -0.33925 -1.70605 -0.83 0.77 1.02
C -1.08216 0.72842 -1.69411 -0.17 -2.11 -2.21
C -0.51020 0.93333 -2.98931 0.58 0.88 -0.02
C -1.06578 0.38448 -4.13487 0.16 -0.04 -0.54
C -2.00059 -0.66773 -4.08541 -0.05 0.30 1.82
C -2.41229 -1.07052 -2.80929 -0.21 -0.46 -1.36
C -0.93504 1.54074 -0.57822 -3.36 0.19 1.69
C -2.00774 1.44233 0.37623 -0.23 -0.86 -0.07
C -4.44548 -1.46617 1.08698 -0.29 -0.40 1.08
C -4.88591 -2.36634 2.08573 0.20 1.19 -0.27
H -5.01371 -2.74562 4.22380 0.02 0.52 -0.40
H -4.32729 -0.40583 4.79131 0.15 0.00 0.01
H -3.56525 1.17920 2.98910 0.53 -0.43 0.30
H 0.35372 1.61210 -3.01534 -0.56 -0.01 -0.21
H -0.82343 0.76736 -5.13536 0.43 -0.18 0.64
H -2.44649 -1.11845 -4.96771 0.27 0.10 0.11
H -3.14702 -1.87098 -2.68826 0.26 0.34 0.09
H -0.08908 2.24382 -0.54321 -0.07 0.00 0.07
H -2.26002 2.14712 1.15541 0.80 0.33 0.05
H -4.77410 -1.64990 0.07013 0.65 -0.16 -0.01
H -5.38682 -3.29070 1.80396 0.13 0.25 0.00
```
Forces are in eV/Å.

Computed properties:
Kohn-Sham gap	3.3	eV
energy relative to the best compared isomer or geometry (same formula, charge and spin)	2.252	eV
charge	0
E_LUMO	-2.453	eV